No. 1
Molecular formula: C2H10O2S2
Method: DFT, wB97M-V/def2-TZVPD

Computed properties:
Electronic energy = -27996.5377 eV
HOMO level = -8.76 eV
Energy above the lowest of the compared OMol25 structures with the same formula, charge and spin = 5.581 eV
Kohn-Sham gap = 4.15 eV

Each line ends with the Löwdin charge.
Geometry (Å):
C (-0.67, -2.07, -1.07)  -0.524
S (-1.27, -1.82, 0.66)  0.636
S (0.12, 2.21, 0.19)  0.648
C (-1.41, 1.30, 0.45)  -0.596
H (0.19, -1.35, -1.27)  0.026
H (-0.35, -3.22, -1.31)  0.096
H (-1.53, -1.79, -1.78)  0.036
H (-1.42, 0.82, 1.49)  0.028
H (-2.26, 1.98, 0.32)  0.047
H (-1.43, 0.50, -0.35)  0.010
H (3.34, 1.01, -1.57)  0.002
H (1.89, 1.03, -0.88)  -0.053
O (2.57, 0.51, -1.40)  -0.090
H (0.37, -0.40, 2.12)  -0.077
H (0.97, 1.01, 1.89)  -0.083
O (0.90, 0.27, 2.52)  -0.109



No. 2
Molecular formula: C2H10O2Si2
Method: DFT, wB97M-V/def2-TZVPD

Computed properties:
Electronic energy = -22086.4478 eV
HOMO level = -10.12 eV
Energy above the lowest of the compared OMol25 structures with the same formula, charge and spin = 3.921 eV
Kohn-Sham gap = 9.90 eV

Each line ends with the Löwdin charge.
Geometry (Å):
C (1.78, -1.17, -0.17)  -0.247
C (-2.87, -0.15, -0.18)  -0.188
O (2.12, 1.92, -0.56)  -0.246
O (-0.62, 1.77, -0.80)  -0.372
Si (2.22, 0.61, 0.42)  0.489
Si (-1.61, 1.20, 0.18)  0.637
H (0.73, -1.59, 0.04)  0.047
H (1.97, -1.19, -1.26)  0.031
H (2.43, -1.75, 0.35)  -0.053
H (-2.84, -1.00, 0.33)  -0.036
H (-3.95, 0.06, 0.14)  0.074
H (-2.83, -0.34, -1.19)  0.001
H (1.23, 2.06, -0.75)  -0.068
H (3.80, 0.69, 0.67)  -0.006
H (1.28, 0.82, 1.71)  -0.025
H (-1.78, 1.75, 1.50)  -0.038



No. 3
Molecular formula: C2H10O2Si2
Method: DFT, wB97M-V/def2-TZVPD

Computed properties:
Electronic energy = -22083.6530 eV
HOMO level (alpha / beta) = -7.92 / -7.42 eV
Energy above the lowest of the compared OMol25 structures with the same formula, charge and spin = 6.716 eV
Kohn-Sham gap (alpha / beta) = 7.41 / 6.60 eV

Each line ends with the Löwdin charge.
Geometry (Å):
C (0.39, 1.58, 1.12)  -0.084
C (0.56, 1.26, -0.34)  -0.341
O (-2.58, -0.46, -1.02)  -0.372
O (1.80, 0.59, -0.44)  -0.403
Si (-1.82, -1.90, -1.39)  0.546
Si (2.06, -1.03, -0.49)  0.619
H (-0.69, 1.63, 1.40)  0.094
H (0.81, 0.80, 1.75)  0.073
H (0.88, 2.45, 1.45)  0.056
H (0.55, 2.20, -0.98)  0.140
H (-0.32, 0.75, -0.62)  0.033
H (-2.10, 0.34, -1.28)  0.019
H (-1.54, -1.94, -2.86)  -0.112
H (-2.88, -3.07, -1.17)  -0.086
H (1.89, -1.70, -1.91)  -0.087
H (3.31, -1.38, 0.28)  -0.094



No. 4
Molecular formula: C2H10O3
Method: DFT, wB97M-V/def2-TZVPD

Computed properties:
Electronic energy = -8377.6020 eV
HOMO level = -9.92 eV
Energy above the lowest of the compared OMol25 structures with the same formula, charge and spin = 0.950 eV
Kohn-Sham gap = 10.11 eV

Each line ends with the Löwdin charge.
Geometry (Å):
C (2.07, 0.53, -0.06)  -0.083
C (2.93, -0.33, 0.47)  -0.068
H (1.11, 0.18, -0.41)  0.028
H (2.20, 1.60, -0.11)  0.051
H (2.57, -1.35, 0.58)  0.044
H (3.96, -0.12, 0.74)  0.043
H (-3.03, -0.59, 0.55)  0.022
H (-2.26, -1.63, -0.22)  0.062
O (-2.71, -0.79, -0.32)  -0.027
H (-1.42, 0.45, -3.09)  0.018
H (-1.71, 0.48, -1.62)  0.005
O (-1.07, 0.82, -2.28)  -0.070
H (-1.53, -0.01, 2.29)  0.029
H (-0.51, 0.50, 1.27)  0.012
O (-0.60, 0.26, 2.20)  -0.065



No. 5
Molecular formula: C2H10O4
Method: DFT, wB97M-V/def2-TZVPD

Computed properties:
Electronic energy = -10424.7699 eV
HOMO level = -8.84 eV
Energy above the lowest of the compared OMol25 structures with the same formula, charge and spin = 1.423 eV
Kohn-Sham gap = 9.45 eV

Each line ends with the Löwdin charge.
Geometry (Å):
C (2.46, 1.04, 0.33)  -0.009
C (2.69, 0.75, -0.93)  -0.287
O (3.60, 1.35, -1.75)  0.004
H (1.75, 0.55, 0.97)  0.041
H (2.95, 1.79, 0.96)  0.047
H (2.17, -0.01, -1.47)  0.071
H (3.93, 2.15, -1.34)  0.096
H (-2.65, 0.54, 6.19)  0.045
H (-3.31, -0.73, 5.58)  0.029
O (-2.65, -0.44, 6.22)  -0.074
H (-4.60, -2.16, -0.74)  0.013
H (-5.60, -1.17, -1.20)  0.039
O (-5.12, -1.95, -1.51)  -0.052
H (1.00, -0.96, -3.34)  0.045
H (1.64, -0.38, -4.47)  0.054
O (1.76, -0.39, -3.50)  -0.061



No. 6
Molecular formula: C2H10Si2
Method: DFT, wB97M-V/def2-TZVPD

Computed properties:
Electronic energy = -17987.6515 eV
HOMO level = -8.32 eV
Energy above the lowest of the compared OMol25 structures with the same formula, charge and spin = 2.617 eV
Kohn-Sham gap = 8.24 eV

Each line ends with the Löwdin charge.
Geometry (Å):
C (3.22, -0.56, 0.64)  -0.324
C (-1.89, -0.99, 0.04)  -0.320
Si (2.86, 0.72, -0.51)  0.669
Si (-2.66, 0.82, -0.02)  0.597
H (3.15, -0.69, 1.72)  -0.046
H (-4.20, 0.86, 0.18)  -0.079
H (3.31, -1.53, 0.16)  -0.059
H (-0.85, -0.78, 0.39)  -0.001
H (-2.41, -1.79, 0.56)  0.001
H (-1.72, -1.32, -1.04)  0.021
H (3.61, 0.81, -1.75)  -0.115
H (1.92, 1.81, -0.20)  -0.118
H (-2.23, 1.30, -1.30)  -0.103
H (-2.10, 1.35, 1.14)  -0.123



No. 7
Molecular formula: C2H11BO2P
Method: DFT, wB97M-V/def2-TZVPD

Computed properties:
Electronic energy = -16312.8876 eV
HOMO level = -3.30 eV
Total charge = -1
Kohn-Sham gap = 6.92 eV

Each line ends with the Löwdin charge.
Geometry (Å):
C (-0.39, -0.73, 1.58)  -0.345
P (-0.14, 1.02, 0.82)  0.266
C (-0.60, 0.32, -0.99)  -0.275
B (0.55, -0.51, -1.62)  -0.796
O (1.78, 0.08, -1.95)  0.072
O (0.46, -1.87, -1.89)  0.107
H (0.17, -0.76, 2.52)  0.000
H (-1.45, -0.91, 1.79)  0.006
H (-0.01, -1.52, 0.92)  0.000
H (1.31, 0.68, 0.64)  -0.047
H (0.11, 2.35, 0.24)  -0.071
H (-1.57, 1.36, 1.00)  -0.059
H (0.16, 1.57, 2.15)  -0.085
H (-1.53, -0.24, -0.87)  0.042
H (-0.80, 1.20, -1.60)  0.048
H (2.34, 0.16, -1.18)  0.062
H (-0.37, -2.20, -1.55)  0.073



No. 8
Molecular formula: C2H11N2O
Method: DFT, wB97M-V/def2-TZVPD

Computed properties:
Electronic energy = -7272.0283 eV
HOMO level = -14.14 eV
Energy above the lowest of the compared OMol25 structures with the same formula, charge and spin = 2.247 eV
Total charge = +1
Kohn-Sham gap = 10.70 eV

Each line ends with the Löwdin charge.
Geometry (Å):
C (1.82, -0.87, -1.63)  -0.089
N (1.57, -1.06, -0.10)  -0.089
H (2.54, -1.67, -1.97)  0.095
H (0.84, -1.10, -2.07)  0.052
H (2.17, 0.17, -1.64)  0.079
H (1.95, -0.23, 0.17)  -0.006
H (2.25, -1.73, 0.38)  0.117
H (-0.23, -0.54, 0.35)  0.099
N (-1.30, -0.46, 0.26)  0.165
C (-1.62, 1.04, 0.42)  -0.249
O (-0.54, 1.45, 1.09)  0.010
H (-1.86, -1.06, 1.08)  0.257
H (-1.63, -0.61, -0.68)  0.135
H (-1.70, 1.29, -0.62)  0.129
H (-2.60, 1.17, 0.92)  0.149
H (-0.50, 2.32, 1.52)  0.147



No. 9
Molecular formula: C2H11N2O
Method: DFT, wB97M-V/def2-TZVPD

Computed properties:
Electronic energy = -7271.6398 eV
HOMO level = -13.70 eV
Energy above the lowest of the compared OMol25 structures with the same formula, charge and spin = 2.636 eV
Total charge = +1
Kohn-Sham gap = 10.08 eV

Each line ends with the Löwdin charge.
Geometry (Å):
C (-0.23, -0.79, 2.54)  -0.202
N (-0.57, 0.13, 1.48)  -0.133
H (-0.62, -0.65, 3.73)  0.139
H (-0.68, -1.72, 2.17)  0.077
H (0.86, -0.65, 2.74)  0.071
H (-0.51, 1.18, 1.72)  0.129
H (-1.49, -0.07, 1.08)  0.087
H (0.40, -0.05, -0.12)  0.090
N (0.90, 0.10, -1.04)  0.175
C (0.04, 0.80, -2.09)  -0.293
O (-0.08, -0.07, -3.08)  -0.056
H (1.17, -0.73, -1.46)  0.108
H (1.81, 0.67, -0.77)  0.228
H (-0.97, 1.17, -1.62)  0.170
H (0.68, 1.65, -2.50)  0.162
H (-0.70, -0.96, -2.76)  0.247



No. 10
Molecular formula: C2H11N2O
Method: DFT, wB97M-V/def2-TZVPD

Computed properties:
Electronic energy = -7272.2602 eV
HOMO level = -13.64 eV
Energy above the lowest of the compared OMol25 structures with the same formula, charge and spin = 2.015 eV
Total charge = +1
Kohn-Sham gap = 10.30 eV

Each line ends with the Löwdin charge.
Geometry (Å):
N (-0.33, 0.66, 0.35)  0.138
C (0.40, -0.07, -0.84)  -0.093
C (1.62, -0.92, -0.21)  -0.250
N (1.16, -2.31, -0.03)  -0.002
H (-0.70, -0.07, 1.01)  0.180
H (0.03, 1.55, 0.71)  0.165
H (-1.18, 1.04, -0.08)  0.092
H (-0.41, -0.80, -1.28)  0.156
H (0.56, 0.61, -1.64)  0.095
H (2.56, -0.64, -0.80)  0.130
H (1.91, -0.40, 0.78)  0.123
H (1.78, -3.01, -0.39)  0.073
H (1.05, -2.45, 0.98)  0.081
H (-3.21, 1.71, 0.30)  -0.057
H (-2.74, 3.05, 0.52)  0.144
O (-2.52, 2.07, 0.63)  0.024



No. 11
Molecular formula: C2H11N2O2
Method: DFT, wB97M-V/def2-TZVPD

Computed properties:
Multiplicity = 2
Electronic energy = -9323.4971 eV
HOMO level (alpha / beta) = -3.56 / -9.33 eV
Energy above the lowest of the compared OMol25 structures with the same formula, charge and spin = 2.450 eV
Kohn-Sham gap (alpha / beta) = 4.27 / 9.86 eV

Each line ends with the Löwdin charge.
Geometry (Å):
C (-2.06, 0.38, 0.85)  -0.217
C (-2.05, -0.70, 0.09)  -0.202
N (-0.84, -1.14, -0.62)  0.029
N (-1.04, 1.34, 0.87)  0.019
H (-2.87, 0.53, 1.56)  0.107
H (-2.88, -1.37, 0.05)  0.085
H (0.06, -0.65, -0.36)  0.052
H (-0.95, -1.09, -1.66)  0.041
H (-0.69, -2.17, -0.45)  0.077
H (-0.78, 1.95, 0.12)  0.048
H (-0.48, 1.45, 1.69)  0.076
H (3.42, -2.39, -1.11)  0.009
H (3.98, -3.30, 0.02)  0.022
O (3.35, -3.25, -0.70)  -0.127
H (1.59, 2.75, -0.29)  0.029
H (1.25, 4.27, -0.19)  0.038
O (0.99, 3.39, 0.11)  -0.087



No. 12
Molecular formula: C2H11N2O2
Method: DFT, wB97M-V/def2-TZVPD

Computed properties:
Electronic energy = -9319.1130 eV
HOMO level = -13.57 eV
Energy above the lowest of the compared OMol25 structures with the same formula, charge and spin = 3.193 eV
Total charge = +1
Kohn-Sham gap = 10.30 eV

Each line ends with the Löwdin charge.
Geometry (Å):
C (0.11, 1.20, 0.22)  -0.018
C (-0.04, 1.32, -1.09)  -0.218
N (0.50, 0.81, -2.24)  0.100
N (0.73, -0.23, 0.42)  0.219
H (-0.05, 1.93, 1.07)  0.143
H (-0.44, 2.32, -1.29)  0.131
H (0.19, 1.36, -3.11)  0.157
H (1.40, 0.64, -2.37)  0.041
H (1.75, -0.21, 0.19)  0.187
H (0.16, -0.76, -0.13)  0.069
H (0.69, -0.46, 1.38)  0.132
H (-1.09, 1.21, 3.80)  0.094
H (-1.31, -0.34, 4.24)  0.046
O (-1.45, 0.28, 3.49)  -0.122
H (-0.04, -2.61, -2.05)  -0.024
H (-0.68, -3.71, -1.30)  0.088
O (-0.43, -2.76, -1.25)  -0.025



- Which of these has the highest electronic energy?
  number 9



- Among the records above, which one has the lowest electronic energy?
  C2H10O2S2



- electronic energy of number 11 (C2H11N2O2)?
  -9323.4971 eV



- Number 9 is which compound?
  C2H11N2O